No. 1
DFT (ωB97M-V/def2-TZVPD) results for a structure of composition C30H26F12N3O3Pt.

- 2S+1 = 3
- calculated total energy (Eh) = -2866.55761
- total charge = -1

```
75
Properties=species:S:1:pos:R:3:forces:R:3:mulliken_spin:R:1
Pt 1.8619 -0.1843 0.3654 0.03 1.21 0.75 1.27
C 2.9678 5.6751 4.1017 0.04 -0.06 -0.18 0.00
C 2.3901 4.5024 3.3612 -0.09 0.02 0.00 0.03
C 1.1953 4.6376 2.6605 0.23 -0.06 0.11 -0.02
C 0.6547 3.5751 1.9852 -0.04 -0.32 -0.13 0.07
C 1.2430 2.2861 2.0118 0.26 0.84 0.56 0.00
N 0.6235 1.2590 1.4172 0.57 -1.63 -0.39 0.24
C -0.5309 1.3434 0.6841 -0.91 0.26 -0.41 -0.01
C -1.7425 1.1973 1.3832 0.32 0.13 -0.15 0.03
C -2.9561 1.1971 0.7416 -0.13 0.08 -0.16 -0.01
C -3.0252 1.3659 -0.6368 0.07 0.03 -0.03 0.02
C -4.3434 1.3937 -1.3534 0.04 -0.14 0.01 0.00
C -1.8389 1.4925 -1.3454 -0.42 -0.02 0.25 0.00
C -0.5957 1.4580 -0.7257 0.20 -0.09 0.33 -0.02
C 0.6599 1.5726 -1.6104 -0.43 0.21 -0.58 0.08
O 1.8747 1.4684 -1.0545 0.55 -0.56 0.67 0.07
C 0.5924 2.9474 -2.3544 0.00 0.52 -0.21 0.02
F 0.0921 3.9209 -1.5816 0.07 0.02 0.33 0.00
F -0.1981 2.9259 -3.4566 -0.25 -0.24 -0.15 0.00
F 1.7819 3.3637 -2.7784 0.25 -0.09 0.06 0.00
C 0.6290 0.4695 -2.7230 0.04 -0.28 -0.54 -0.03
F 0.9676 -0.7188 -2.1741 0.06 -0.27 0.20 0.02
F 1.5298 0.7135 -3.6807 0.27 0.13 0.01 0.00
F -0.5193 0.2098 -3.3874 -0.25 0.15 0.10 0.00
C 2.4624 2.1471 2.7315 -0.10 -0.18 -0.21 0.05
C 3.0205 3.2656 3.3373 -0.28 0.39 0.00 -0.02
C 3.2697 0.8355 2.7812 0.36 0.31 0.30 0.00
O 2.7125 -0.3130 2.3317 -0.76 -0.43 -1.08 0.16
C 3.6387 0.4684 4.2576 -0.02 -0.24 0.53 0.01
F 4.5190 -0.5447 4.2923 0.18 -0.32 -0.25 0.00
F 2.5579 0.0486 4.9260 -0.44 -0.03 -0.12 0.00
F 4.1790 1.4184 5.0425 0.08 0.35 -0.08 0.00
C 4.6286 1.0874 2.0313 0.59 -0.03 -0.17 0.01
F 5.6258 1.5298 2.8367 0.01 0.12 0.27 0.00
F 5.0942 -0.0330 1.4696 0.00 -0.22 -0.05 0.00
F 4.5389 1.9944 1.0575 -0.29 0.08 -0.29 0.00
H 2.1663 6.2999 4.4947 0.03 0.08 0.07 0.00
H 3.5802 6.2898 3.4407 0.09 0.13 0.02 0.00
H 3.5904 5.3470 4.9300 0.08 0.01 0.11 0.00
H 0.6991 5.5985 2.6273 -0.08 0.11 0.02 0.00
H -0.2547 3.6978 1.4125 -0.04 0.04 0.00 0.01
H -1.6767 1.0940 2.4560 0.01 -0.06 0.11 0.00
H -3.8658 1.0760 1.3129 -0.13 0.00 0.07 0.00
H -5.1330 1.7492 -0.6937 -0.09 0.05 -0.04 0.00
H -4.6171 0.3939 -1.6946 -0.09 -0.06 -0.03 0.00
H -4.2879 2.0352 -2.2303 -0.09 0.08 -0.05 0.00
H -1.9116 1.6368 -2.4128 0.04 0.02 -0.02 0.00
H 3.9869 3.1962 3.8137 -0.01 -0.07 0.05 0.00
C -3.7913 -3.6889 -3.9954 0.13 -0.19 0.10 0.00
C -2.9163 -4.7715 -3.3722 -0.34 -0.01 0.03 0.00
N -2.0013 -4.2389 -2.3734 -0.02 -0.05 -0.09 0.00
C -0.6021 -4.1658 -2.7483 0.40 0.05 -0.15 0.00
C -0.3469 -3.2191 -3.9187 -0.07 -0.15 0.15 0.00
C -2.4977 -4.0453 -1.1272 0.13 0.00 0.00 0.00
O -3.6570 -4.3073 -0.8481 -0.21 -0.05 0.14 0.00
C -1.5634 -3.5107 -0.0888 0.05 0.24 0.44 0.01
C -1.4222 -4.1772 1.1257 0.03 0.19 -0.17 0.00
C -0.5754 -3.6444 2.0830 -0.01 -0.03 -0.09 -0.01
C 0.1331 -2.4888 1.7834 -0.12 -0.14 0.26 -0.01
N -0.0240 -1.8355 0.6372 0.50 0.12 0.23 0.05
C -0.8818 -2.3076 -0.2546 -0.25 -0.28 -0.15 0.00
H -4.4277 -4.1257 -4.7603 -0.11 -0.01 -0.13 0.00
H -3.1847 -2.9076 -4.4427 0.05 0.10 -0.10 0.00
H -4.4222 -3.2490 -3.2292 -0.07 0.08 0.07 0.00
H -2.3231 -5.2799 -4.1343 0.01 0.01 0.03 0.00
H -3.5634 -5.5055 -2.8812 0.14 0.02 -0.10 0.00
H -0.2673 -5.1754 -3.0280 0.02 0.09 0.12 0.00
H -0.0104 -3.8476 -1.8896 -0.11 -0.14 -0.13 0.00
H -0.6955 -3.6500 -4.8544 -0.04 -0.01 -0.13 0.00
H 0.7173 -3.0201 -4.0046 0.12 0.00 -0.07 0.00
H -0.8534 -2.2715 -3.7700 -0.02 0.16 0.07 0.00
H -1.9808 -5.0862 1.3050 -0.02 -0.02 0.01 0.00
H -0.4563 -4.1187 3.0447 0.06 -0.04 0.07 0.00
H 0.8354 -2.0442 2.4774 0.07 -0.01 0.11 0.00
H -1.0589 -1.7078 -1.1367 0.17 0.07 -0.16 0.00
```
Positions in Å, forces in eV/Å.

=====

No. 2
DFT (ωB97M-V/def2-TZVPD) results for a structure of composition C30H26I2NO4Tc.

- 2S+1 = 4
- total charge = +1
- relative energy (zero: lowest compared OMol25 entry of this formula, charge and spin) (eV) = 0.611

```
64
Properties=species:S:1:pos:R:3:forces:R:3:mulliken_spin:R:1
Tc -0.2594 0.3676 1.1804 -0.23 -0.56 0.41 1.85
C 2.8192 2.0348 2.2931 0.05 -0.02 -0.03 0.00
C 1.6497 1.2075 2.7119 -0.12 -0.26 -0.27 0.00
C 0.4718 1.8148 3.1899 -0.26 -0.17 0.26 0.00
C -0.5810 1.0563 3.7043 0.22 0.37 -0.07 -0.06
C -1.8178 1.6968 4.2378 -0.22 0.06 -0.04 0.00
C -0.4557 -0.3441 3.7176 0.15 -0.15 -0.38 0.05
C 0.7230 -0.9771 3.3076 -0.08 0.06 0.08 -0.02
C 0.9028 -2.4386 3.5583 0.03 -0.11 -0.11 -0.01
C 1.7575 -0.1903 2.7656 -0.22 0.23 -0.05 0.10
H 3.4506 2.2141 3.1631 0.10 0.04 0.01 0.00
H 2.5098 3.0006 1.9042 0.01 0.09 -0.07 0.00
H 3.4102 1.5102 1.5448 0.11 0.10 0.00 0.00
H 0.4102 2.8938 3.2136 -0.08 0.09 -0.11 0.00
H -1.9653 1.4271 5.2842 0.05 -0.01 0.02 0.00
H -2.6924 1.3441 3.6862 0.03 0.05 -0.01 0.00
H -1.7663 2.7815 4.1651 -0.04 -0.01 0.00 0.00
H -1.2471 -0.9352 4.1583 -0.10 -0.06 -0.11 0.00
H 1.0228 -2.5991 4.6301 0.01 0.01 0.06 0.00
H 1.7840 -2.8244 3.0566 0.02 -0.03 -0.03 0.00
H 0.0359 -3.0125 3.2363 -0.04 -0.02 -0.06 0.00
H 2.6967 -0.6500 2.4852 -0.05 -0.10 -0.13 0.00
O -1.4797 4.4566 -3.9015 -0.49 -0.77 -0.42 0.40
C -0.9772 5.1317 -3.0382 0.11 -0.02 0.13 0.03
O -0.5354 6.2200 -2.8052 0.38 0.72 0.64 0.34
C -0.7786 4.1092 -1.7473 0.08 -0.66 0.19 0.20
C 0.5040 3.6554 -1.4877 0.04 0.21 -0.15 -0.03
C 0.6690 2.6179 -0.5878 0.12 0.11 -0.16 0.07
N -0.3680 2.0353 0.0158 0.03 0.77 -0.25 -0.12
C -1.5983 2.5351 -0.1958 -0.34 -0.10 0.11 0.06
C -1.8599 3.5796 -1.0686 0.09 0.08 -0.04 0.00
C -2.7032 1.7889 0.5508 0.17 0.70 -0.55 -0.01
O -3.8383 2.1850 0.5588 0.03 0.05 -0.02 0.03
O -2.2387 0.7344 1.1304 0.19 -0.98 0.61 0.01
H 1.3616 4.0745 -1.9881 0.11 0.03 -0.05 0.01
H 1.6451 2.2110 -0.3601 0.04 0.02 -0.14 0.01
H -2.8823 3.9028 -1.2084 -0.04 -0.06 -0.02 0.01
I 4.2361 0.5083 -1.2064 0.07 0.03 -0.19 0.00
I 5.4806 1.2364 -3.4465 -0.11 -0.04 0.17 0.00
C -1.2269 -2.5043 -5.4193 0.06 0.10 0.08 0.04
C -0.5297 -3.0961 -4.3735 -0.10 -0.02 -0.18 -0.02
C -0.3338 -2.4157 -3.1908 -0.04 0.35 0.08 0.04
C -0.8290 -1.1136 -3.0309 -0.16 -0.41 -0.77 0.00
C -1.5134 -0.5196 -4.1068 0.26 -0.22 0.39 0.04
C -1.7111 -1.2100 -5.2824 0.00 -0.16 -0.16 -0.02
C -0.6910 -0.3282 -1.8294 0.23 0.39 1.06 0.16
C -0.2814 -0.6855 -0.5906 -0.13 0.78 0.21 -0.09
C 0.1006 -2.0315 -0.1558 0.18 -0.40 0.15 -0.13
C 1.4488 -2.3296 0.0983 -0.41 0.04 -0.14 0.01
C 1.8222 -3.6124 0.4514 0.07 -0.08 0.03 -0.01
C 0.8703 -4.6190 0.5391 0.03 0.09 -0.06 0.03
C -0.4668 -4.3358 0.2907 0.03 -0.03 0.12 -0.01
C -0.8577 -3.0500 -0.0270 0.19 0.29 0.15 0.01
H -1.3749 -3.0432 -6.3415 -0.03 -0.06 -0.10 0.00
H -0.1382 -4.0949 -4.4855 0.04 -0.12 -0.02 0.00
H 0.2164 -2.8813 -2.3913 0.08 -0.10 -0.01 0.01
H -1.8935 0.4872 -4.0052 -0.02 0.11 0.03 0.00
H -2.2376 -0.7361 -6.0957 -0.07 0.01 -0.11 0.00
H -0.9931 0.7030 -1.9839 -0.03 0.07 0.08 0.04
H 2.1924 -1.5558 -0.0513 0.03 0.01 0.03 -0.01
H 2.8617 -3.8259 0.6517 0.11 -0.10 -0.04 0.00
H 1.1730 -5.6222 0.7899 0.03 -0.15 0.04 0.00
H -1.2083 -5.1182 0.3417 -0.05 -0.10 0.05 0.00
H -1.8967 -2.8218 -0.2089 -0.12 0.05 -0.09 0.01
```
Positions in Å, forces in eV/Å.

=====

No. 3
DFT (ωB97M-V/def2-TZVPD) results for a structure of composition C30H26N4O9Tl.

- total charge = -1
- relative energy (zero: lowest compared OMol25 entry of this formula, charge and spin) (eV) = 1.303

```
70
Properties=species:S:1:pos:R:3:forces:R:3:mulliken_charge:R:1
Tl 0.4245 0.3232 -0.6291 0.00 -0.99 1.50 1.80
C 1.2132 -2.2181 -3.4707 -0.07 -0.11 0.07 -1.59
C -0.1205 -2.8017 -3.1300 -0.16 -0.36 0.87 1.17
C -1.0302 -3.1058 -4.1163 -0.46 -0.05 0.00 -0.62
C -2.3019 -3.5623 -3.7911 -0.09 -0.08 -0.02 -1.00
C -2.6715 -3.7237 -2.4593 0.02 0.07 -0.56 -0.46
C -1.7987 -3.4497 -1.4252 0.87 0.35 -0.13 1.33
C -2.2868 -3.5409 -0.0102 0.10 -0.01 -0.03 -1.94
C -0.4746 -2.9976 -1.7547 -1.05 -0.76 -1.50 0.16
N 0.4452 -2.6372 -0.8485 0.74 1.81 2.39 -0.14
C 0.6220 -3.2472 0.3515 0.38 0.35 -2.09 -0.54
O 0.5637 -4.4580 0.5240 -0.39 -0.57 0.72 -0.74
C 1.1637 -2.3878 1.4699 -0.15 -0.05 -0.29 0.73
C 1.4078 -2.9684 2.7048 0.15 0.14 0.16 -0.66
C 1.9495 -2.1792 3.7078 -0.05 -0.11 -0.06 -0.41
C 2.2471 -0.8548 3.4414 0.02 0.20 -0.07 -0.64
C 1.9547 -0.3517 2.1797 0.06 -0.07 0.19 0.53
N 1.4114 -1.1052 1.2333 -0.04 0.36 0.01 0.08
C 2.2808 1.0966 1.8678 0.17 -0.60 0.46 -0.02
O 2.9267 1.7252 2.7083 -0.26 0.13 -0.41 -0.75
N 1.8578 1.5364 0.6802 -0.58 0.24 -0.83 0.16
C 2.0405 2.9043 0.3390 -0.02 0.14 -0.12 -0.15
C 2.8152 3.2002 -0.7870 0.10 -0.01 0.02 0.96
C 3.5404 2.1155 -1.5367 -0.01 0.10 0.01 -1.11
C 2.9534 4.5231 -1.1908 -0.01 0.01 -0.06 -0.97
C 2.3341 5.5460 -0.4970 -0.01 -0.01 0.00 -0.88
C 1.5681 5.2448 0.6165 0.03 -0.01 0.03 -0.84
C 1.4083 3.9362 1.0532 -0.04 -0.11 -0.08 1.45
C 0.5509 3.6650 2.2551 0.03 -0.09 -0.01 -1.41
H 1.4790 -2.4422 -4.5032 0.02 0.05 -0.04 0.49
H 1.9943 -2.5778 -2.8042 0.03 -0.02 0.00 0.28
H 1.1621 -1.1282 -3.3657 0.09 0.16 0.03 0.11
H -0.7639 -2.9455 -5.1534 0.01 -0.01 -0.07 0.35
H -3.0249 -3.7486 -4.5738 -0.01 -0.03 -0.02 0.36
H -3.6845 -4.0262 -2.2217 -0.04 -0.05 0.00 0.41
H -3.3758 -3.5828 -0.0001 -0.05 -0.02 0.02 0.43
H -1.9771 -2.6675 0.5697 0.06 -0.11 0.05 0.20
H -1.8929 -4.4272 0.4862 0.04 -0.03 0.09 0.50
H 1.1838 -4.0159 2.8406 -0.01 0.00 -0.06 0.52
H 2.1493 -2.5996 4.6855 0.00 0.01 0.01 0.42
H 2.6936 -0.1903 4.1662 0.00 -0.02 0.02 0.52
H 2.9315 1.2213 -1.6747 -0.01 -0.06 -0.06 -0.02
H 4.4334 1.7992 -0.9913 -0.05 -0.05 0.01 0.28
H 3.8475 2.4707 -2.5202 0.01 -0.01 0.02 0.43
H 3.5501 4.7447 -2.0684 0.00 0.00 0.01 0.37
H 2.4330 6.5713 -0.8304 0.00 -0.01 0.00 0.40
H 1.0649 6.0394 1.1560 0.01 -0.01 -0.01 0.37
H -0.1315 4.5003 2.4289 0.03 -0.04 0.00 0.46
H 1.1657 3.5148 3.1417 0.05 0.01 0.06 0.39
H -0.0309 2.7550 2.1081 0.01 -0.01 0.00 -0.03
O -5.6466 -0.8318 -1.6868 0.41 0.13 0.05 -0.63
C -4.4794 -0.5815 -1.4974 -0.36 -0.12 -0.09 0.25
C -3.4047 -0.4201 -2.5593 0.18 -0.08 -0.65 -0.01
O -3.5572 -0.4697 -3.7559 -0.02 0.13 0.36 -0.63
C -2.1325 -0.2078 -1.8133 -1.50 -0.27 0.97 0.41
C -2.3955 -0.3485 -0.4186 0.17 0.09 -0.56 1.87
O -1.4567 -0.3467 0.4642 0.21 0.21 0.18 -1.05
C -3.8091 -0.3485 -0.1784 -0.28 -0.05 0.51 0.10
O -4.3867 -0.1711 0.9149 0.34 0.08 -0.42 -0.89
O -1.0084 0.0385 -2.3029 1.31 0.32 -0.46 -1.04
N -2.7629 1.9450 1.5374 -0.20 -0.03 0.14 0.25
C -3.0927 2.9861 0.5235 0.01 -0.03 0.06 -0.52
C -1.9026 3.0861 -0.4701 -0.38 0.03 -0.23 0.33
O -2.0175 3.8661 -1.3978 0.12 -0.05 0.13 -0.77
O -0.9640 2.2849 -0.1633 0.62 -0.02 -0.25 -0.43
H -3.4127 1.1170 1.5158 -0.08 0.06 0.04 0.37
H -2.6799 2.3141 2.4778 -0.05 -0.03 0.01 0.46
H -1.8325 1.5954 1.2150 0.05 -0.04 0.01 -0.51
H -3.2603 3.9485 1.0006 -0.02 -0.01 0.00 0.44
H -3.9896 2.6881 -0.0146 0.00 0.02 0.00 0.24
```
Positions in Å, forces in eV/Å.